Record 1
{
  "formula": "C30H45N3O4PSSeSiV",
  "method": "the ωB97M-V functional and the def2-TZVPD basis",
  "species": ["S", "C", "C", "H", "H", "H", "H", "H", "C", "H", "H", "C", "H", "H", "C", "H", "O", "C", "H", "C", "H", "H", "H", "H", "C", "H", "H", "N", "C", "H", "C", "H", "H", "H", "O", "H", "C", "O", "H", "C", "C", "H", "C", "C", "H", "N", "H", "C", "Se", "H", "H", "C", "C", "H", "O", "N", "C", "C", "C", "C", "H", "H", "H", "H", "H", "C", "C", "H", "C", "H", "C", "H", "H", "H", "C", "H", "C", "H", "C", "C", "H", "Si", "H", "H", "P", "H", "V"],
  "positions_angstrom": [[1.09, 2.35, -1.08], [-0.40, 0.97, 5.03], [-3.94, -0.19, -1.31], [0.64, -3.56, 1.44], [0.61, -1.11, -3.97], [4.42, -3.17, -1.57], [-0.85, -0.66, -4.91], [-4.78, 2.62, -3.03], [1.55, -2.67, 3.19], [1.74, 2.59, 4.38], [-0.30, 4.55, -2.25], [-1.00, -3.35, -1.90], [-5.55, 2.09, 0.64], [-0.28, -2.32, -4.87], [1.62, -3.26, 1.80], [3.27, 0.65, -0.04], [0.74, -1.44, 3.25], [3.69, -1.27, -0.90], [-0.52, 3.23, 2.42], [-2.41, 4.83, -2.05], [-5.99, 0.16, -0.86], [-0.65, -3.14, -0.88], [2.26, -4.15, 1.86], [-1.46, 0.74, 5.05], [6.28, -0.90, 0.12], [-2.86, -3.00, -4.41], [-0.18, 1.68, 5.83], [-1.52, -0.37, -1.78], [-3.15, -2.26, -3.65], [6.69, -2.85, -0.69], [-4.97, 0.49, -0.69], [-0.60, 3.59, 4.16], [-4.56, 4.84, -1.97], [-3.87, -2.74, -3.00], [1.63, -0.05, 1.26], [2.07, 0.94, 3.82], [0.86, 1.95, -2.70], [-0.53, -1.17, 0.97], [-1.86, -4.02, -1.83], [-2.38, 1.29, -0.27], [-1.41, 2.88, -3.01], [1.41, -4.55, 4.24], [-3.80, 3.06, -2.88], [-4.73, 1.57, 0.16], [-0.20, -3.88, -2.42], [1.88, 1.38, -3.40], [-2.76, 1.35, -3.66], [-1.28, 4.13, -2.42], [1.97, -1.58, -1.65], [2.50, 0.82, -2.83], [-3.64, -1.44, -4.18], [1.49, 1.84, 3.63], [5.31, 0.08, 0.29], [5.55, 0.99, 0.82], [-0.43, 0.64, 2.65], [-0.28, 2.12, -3.41], [2.93, -2.27, 3.69], [4.67, -2.25, -1.05], [-3.68, 4.30, -2.28], [5.95, -2.07, -0.55], [-3.17, 2.79, 1.00], [-2.30, 5.80, -1.59], [2.06, -2.58, 1.08], [-1.86, 2.61, 3.39], [-1.38, 1.68, -0.12], [-0.39, -1.42, -4.26], [0.84, -3.62, 4.15], [1.78, 2.21, 2.65], [0.00, 1.56, 3.69], [2.86, -1.83, 4.68], [-3.41, 1.95, 0.36], [1.63, 0.90, -4.26], [7.28, -0.76, 0.51], [-0.52, 1.33, -4.00], [-2.67, 2.35, -3.25], [3.59, -3.13, 3.73], [4.03, -0.10, -0.21], [-0.16, -3.85, 3.79], [-0.80, 2.83, 3.40], [-2.59, 0.20, -1.14], [0.16, 0.05, 5.22], [-1.53, -1.77, -2.79], [3.36, -1.54, 3.00], [-4.19, -1.03, -1.94], [0.39, -0.54, 1.99], [0.76, -3.17, 5.14], [0.24, 0.03, -0.62]],
  "homo_energy_ev": [-3.7401, -4.2813],
  "e_tot_ev": -163546.65401,
  "charge": -1,
  "multiplicity": 4
}



Record 2
{
  "formula": "C30H45NNiO2P2",
  "method": "the ωB97M-V functional and the def2-TZVPD basis",
  "species": ["H", "C", "C", "C", "C", "C", "Ni", "H", "H", "H", "H", "H", "H", "H", "C", "H", "H", "C", "C", "P", "H", "H", "P", "H", "O", "H", "H", "H", "H", "C", "C", "H", "C", "H", "H", "H", "C", "H", "C", "C", "C", "C", "H", "H", "H", "H", "H", "C", "H", "H", "N", "H", "C", "C", "C", "C", "H", "H", "C", "H", "H", "C", "H", "H", "H", "C", "H", "C", "C", "H", "C", "O", "C", "H", "C", "H", "H", "H", "C", "H", "H"],
  "positions_angstrom": [[-3.49, 3.00, 3.33], [1.11, 0.47, -7.22], [1.30, 1.90, 5.11], [2.82, 0.01, 5.67], [-2.84, 2.22, 6.62], [-3.43, 2.86, 5.51], [-0.07, -0.63, 0.11], [0.53, 2.71, 0.36], [1.54, 2.50, 6.00], [0.29, 2.16, 4.80], [1.87, -1.52, -7.63], [0.88, 3.22, -1.35], [-2.56, 0.85, -1.18], [-2.50, -1.30, -7.57], [0.06, -1.90, 1.55], [-1.00, -4.03, -2.18], [-1.32, 2.03, -5.21], [0.45, -1.75, -6.06], [-2.08, 1.54, 4.00], [0.06, -2.02, -1.41], [4.05, 1.56, 4.79], [-2.85, 0.45, -6.10], [-0.17, 1.04, -1.14], [1.27, 0.53, -3.02], [-2.23, 0.50, 1.91], [-0.99, -0.67, -8.23], [0.33, -2.95, 1.35], [2.45, -1.86, -1.38], [-0.79, -3.96, -0.38], [0.39, 1.27, -6.17], [0.19, 0.40, -2.84], [-2.01, 2.35, -2.03], [-1.97, 0.59, -6.74], [1.95, 2.23, 4.28], [0.36, -1.58, -3.74], [4.91, 0.54, 5.95], [1.51, -0.95, -6.76], [-2.10, -3.02, -1.17], [-1.56, -0.79, -7.30], [-1.57, 0.83, 5.09], [2.08, -2.31, 5.77], [-1.86, 1.69, -1.16], [2.30, -3.36, 5.94], [-1.99, 2.24, -0.22], [1.06, 1.92, -5.59], [1.92, 2.01, -0.51], [0.56, 0.41, -8.17], [1.73, -2.68, -1.47], [3.79, 1.77, 6.52], [0.78, -1.39, 2.21], [-0.75, -0.26, 4.75], [-1.21, -1.00, 4.22], [-1.49, 1.19, 2.64], [-3.05, 2.51, 4.20], [-0.92, 1.32, -5.94], [3.08, -1.34, 5.87], [4.10, -1.64, 6.10], [-1.45, 0.65, 7.23], [1.52, 0.44, 5.37], [1.85, -3.35, -0.62], [1.86, -3.22, -2.42], [0.90, 2.39, -0.63], [-3.09, 2.53, 7.64], [2.37, -0.86, -6.08], [-0.97, -1.83, 1.96], [-1.90, 1.20, 6.41], [-4.18, 3.64, 5.67], [-0.21, -1.07, -2.96], [0.50, -0.56, 5.25], [2.06, 0.99, -7.42], [0.79, -1.92, 5.45], [-0.32, 1.65, 2.43], [3.94, 1.01, 5.74], [-0.33, 1.00, -3.59], [-1.08, -3.41, -1.28], [-0.02, -2.65, 5.36], [-2.29, 1.22, -7.59], [-1.28, -1.17, -3.21], [-0.87, -1.69, -6.31], [-1.55, -2.38, -5.80], [0.82, -2.53, -5.39]],
  "homo_energy_ev": [-6.6190, -6.6252],
  "e_above_lowest_kcal_mol": 0.00,
  "e_tot_ev": -97042.98894,
  "multiplicity": 3
}



Number 1: molar mass 732.738 g/mol. Number 2: molar mass 572.336 g/mol.